C32H26IrN5O3S2 | wB97M-V/def2-TZVPD

Last column: Löwdin charge in e.
Cartesian coordinates (Å):
Ir  -0.74  1.82  -1.30  1.26
C  -1.50  0.01  1.31  -0.01
C  -0.49  1.08  1.15  -0.40
N  -0.93  2.24  1.11  -0.01
N  -0.05  3.24  1.38  -0.04
C  0.03  4.17  0.50  -1.03
S  -0.75  4.08  -1.10  0.63
S  0.79  5.61  1.06  0.94
C  1.58  6.22  -0.48  -0.42
C  3.04  5.97  -0.62  -0.29
C  4.01  6.99  -0.58  -0.02
C  5.38  6.71  -0.79  -0.09
C  5.78  5.42  -1.05  -0.10
C  4.81  4.42  -1.07  -0.08
C  3.48  4.69  -0.86  -0.05
C  0.96  0.81  1.22  -0.15
C  1.52  0.07  2.26  -0.01
C  2.90  -0.08  2.33  -0.10
C  3.72  0.46  1.37  -0.07
C  3.14  1.09  0.26  0.00
C  1.78  1.31  0.24  -0.34
O  1.22  1.68  -0.96  -0.34
H  -1.33  -0.50  2.26  0.08
H  -1.52  -0.72  0.51  0.07
H  -2.52  0.50  1.35  0.12
H  1.41  7.29  -0.52  0.08
H  0.97  5.67  -1.23  0.01
H  3.76  8.04  -0.35  0.11
H  6.13  7.46  -0.72  0.09
H  6.84  5.30  -1.32  0.11
H  5.08  3.44  -1.40  0.09
H  2.77  3.88  -0.94  0.10
H  0.83  -0.28  3.00  0.11
H  3.30  -0.54  3.26  0.12
H  4.81  0.45  1.47  0.11
H  3.67  1.62  -0.52  0.10
C  -1.38  -5.48  4.15  -0.09
O  -1.17  -6.23  2.99  -0.06
C  -1.77  -5.81  1.84  -0.27
C  -1.37  -6.30  0.65  -0.03
C  -1.95  -5.94  -0.54  -0.04
C  -2.96  -5.02  -0.63  -0.29
C  -3.34  -4.41  0.59  -0.01
C  -2.79  -4.83  1.76  -0.02
N  -3.45  -4.65  -1.88  0.05
N  -4.29  -3.67  -1.94  0.07
C  -3.80  -2.41  -2.09  -0.26
C  -4.79  -1.47  -2.18  -0.02
C  -4.47  -0.10  -2.20  0.04
C  -3.11  0.30  -1.92  -0.35
O  -2.73  1.50  -1.70  -0.21
C  -2.07  -0.70  -1.96  -0.18
N  -0.82  -0.18  -1.81  -0.07
C  0.16  -1.10  -1.80  -0.12
C  0.01  -2.37  -2.16  0.00
C  -1.34  -2.93  -2.40  0.10
C  -2.43  -2.04  -2.16  -0.07
H  -0.41  -5.50  4.58  0.08
H  -2.16  -5.97  4.78  0.11
H  -1.62  -4.41  4.05  0.09
H  -0.44  -6.84  0.61  0.13
H  -1.57  -6.44  -1.46  0.13
H  -4.17  -3.72  0.64  0.11
H  -3.10  -4.25  2.59  0.09
H  -5.79  -1.78  -2.31  0.11
H  -5.26  0.61  -2.09  0.10
H  1.04  -0.50  -1.56  0.12
H  0.82  -3.04  -2.14  0.10
H  -1.35  -3.97  -2.51  0.08

Calculated values
Spin multiplicity   5
Energy relative to the best compared isomer or geometry (same formula, charge and spin)   2.147 eV
<S²>   6.12
Total charge   0
E_HOMO (alpha / beta)   -6.91 / -8.12 eV
LUMO level (alpha / beta)   -0.837 / -2.170 eV


C32H26KN9O5S2 | wB97M-V/def2-TZVPD

Last column: Löwdin charge in e.
Cartesian coordinates (Å):
K  0.08  -1.83  0.02  0.60
O  -5.97  1.33  -3.91  -0.06
C  -6.09  0.70  -2.85  -0.70
O  -7.11  0.43  -2.18  -0.06
C  -4.76  0.22  -2.22  -0.10
C  -3.55  0.42  -2.86  0.04
C  -2.38  -0.03  -2.27  -0.21
N  -2.36  -0.67  -1.09  0.13
C  -3.52  -0.84  -0.46  -0.21
C  -4.74  -0.41  -0.99  0.04
C  -3.43  -1.45  0.91  -0.22
C  -4.34  -1.11  1.90  -0.03
C  -4.16  -1.62  3.18  -0.08
C  -3.09  -2.46  3.43  -0.06
C  -2.26  -2.78  2.36  -0.16
N  -2.41  -2.29  1.14  0.07
C  -1.04  0.18  -2.91  -0.21
C  -0.83  1.22  -3.81  -0.02
C  0.40  1.33  -4.43  -0.08
C  1.40  0.42  -4.11  -0.08
C  1.12  -0.56  -3.17  -0.12
N  -0.07  -0.67  -2.58  0.10
H  -3.57  0.90  -3.83  0.11
H  -5.68  -0.57  -0.48  0.11
H  -5.14  -0.42  1.69  0.11
H  -4.84  -1.33  3.98  0.10
H  -2.89  -2.87  4.41  0.10
H  -1.41  -3.44  2.52  0.01
H  -1.63  1.92  -4.03  0.11
H  0.58  2.13  -5.15  0.10
H  2.37  0.46  -4.59  0.10
H  1.86  -1.29  -2.87  0.09
C  4.14  -4.16  3.77  -0.47
S  3.43  -2.98  4.93  0.71
C  1.90  -2.60  4.03  -1.17
S  0.92  -3.87  3.44  0.46
N  1.68  -1.33  4.00  -0.12
N  0.71  -0.83  3.20  0.01
C  -0.21  -0.12  3.72  -0.12
C  -1.10  0.69  2.87  -0.27
C  -2.20  1.34  3.44  -0.05
C  -3.02  2.11  2.65  -0.08
C  -2.72  2.24  1.30  -0.06
C  -1.59  1.60  0.83  -0.15
N  -0.80  0.83  1.58  0.13
H  5.06  -4.54  4.23  0.01
H  4.37  -3.68  2.82  0.03
H  3.44  -4.98  3.61  -0.01
H  -0.32  -0.05  4.81  0.11
H  -2.40  1.22  4.50  0.11
H  -3.89  2.60  3.07  0.10
H  -3.34  2.83  0.63  0.10
H  -1.30  1.70  -0.21  0.10
O  2.93  -4.03  -3.07  -0.08
C  2.44  -3.59  -2.04  -0.64
N  1.97  -3.14  -1.05  -0.06
O  4.99  2.78  -3.50  -0.04
C  3.67  3.10  -3.09  -0.26
N  3.61  3.99  -1.96  0.10
C  3.38  3.65  -0.66  -0.45
O  3.24  4.49  0.21  0.07
C  3.36  2.17  -0.37  -0.15
C  4.54  1.44  -0.34  -0.04
C  4.49  0.09  -0.08  -0.04
C  3.24  -0.50  0.13  -0.12
N  2.11  0.20  0.11  0.06
C  2.17  1.51  -0.13  -0.07
H  5.34  2.14  -2.87  0.07
H  3.11  2.20  -2.84  0.11
H  3.20  3.58  -3.94  0.13
H  3.69  4.98  -2.12  0.14
H  5.50  1.94  -0.50  0.12
H  5.38  -0.51  -0.04  0.10
H  3.14  -1.57  0.28  0.08
H  1.23  2.05  -0.11  0.12

Calculated values
Energy relative to the best compared isomer or geometry (same formula, charge and spin)   0.000 eV
Total charge   -2
E_HOMO   -2.63 eV
LUMO level   3.652 eV